Formula: AsF6H20O10
Source: the Open Molecules 2025 dataset
Level of theory: ωB97M-V/def2-TZVPD

Summary:
net charge = -2
spin multiplicity = 2
LUMO (spin up / spin down) = 5.4 / 5.2 eV
electronic energy = -3599.513804 hartree
gap between HOMO and LUMO (spin up / spin down) = 0.1111 / 0.3736 hartree
energy relative to the best compared isomer or geometry (same formula, charge and spin) = 14.03 kcal/mol
⟨S²⟩ = 0.7515
HOMO energy (spin up / spin down) = 2.4 / -5.0 eV

Geometry as XYZ:
```
37
Properties=species:S:1:pos:R:3:forces:R:3
H -4.60338 0.44291 -0.37127 0.156 0.207 -0.083
H 2.88432 -1.85916 -1.38446 -0.291 -0.092 -0.108
H 0.54761 -3.43280 2.54177 0.181 0.036 0.078
H -1.01309 -2.75436 -0.86958 0.396 0.578 0.211
H 2.04823 -0.93918 3.80185 0.377 0.027 -0.449
H 2.15520 0.72510 -4.69636 0.083 0.108 -0.203
H 2.77342 -0.80740 1.55972 -0.527 0.224 -0.556
O 1.15742 -0.84054 4.13793 -0.184 -0.053 0.971
H 3.77411 -1.89045 1.90249 0.048 -0.096 -0.232
H -0.06746 4.11570 -1.34862 0.087 -0.174 -0.164
H -3.59620 -0.61113 0.03676 0.730 0.024 0.174
F 1.37101 0.70574 -0.89546 1.624 1.005 -0.957
O -4.51277 -0.35760 0.14565 -0.808 -0.172 -0.005
O 3.32440 -1.09742 -1.00719 1.029 -0.630 0.189
O -0.75712 4.13023 -0.68500 -0.189 0.828 -0.166
O -0.70513 3.16164 3.04880 0.012 0.551 0.420
As -0.11205 0.19513 -0.07071 -0.784 0.056 -0.603
H -1.05302 3.08755 3.93747 -0.048 -0.044 0.234
F -0.05586 -1.35929 -0.87579 0.429 -1.554 -0.813
O -0.23764 -2.94292 2.29759 -0.449 -0.651 0.124
H -0.64494 3.31011 -0.20431 0.059 -0.614 0.352
H 2.74149 -0.36325 -1.20069 -0.562 0.458 0.001
H -2.07459 -3.38071 -1.74867 -0.116 0.109 -0.086
H 0.64448 -0.56077 3.37974 -0.062 0.152 -0.352
H 0.09106 -2.09265 2.00563 0.145 0.449 -0.303
H -1.10950 2.43708 2.57159 0.117 -0.400 -0.554
F 0.86840 -0.46576 1.27362 0.800 -0.699 1.355
O 3.43029 -1.05227 2.21148 0.552 -0.098 0.849
O 1.73470 0.32474 -3.93536 0.127 -0.367 -0.290
H -1.58194 1.08874 -3.24524 0.351 -0.238 0.730
O -1.84979 1.77225 -3.85949 -0.150 0.423 -0.895
O -1.32704 -3.59911 -1.19216 -0.452 -1.146 -0.248
F -1.05517 0.81666 -1.45118 -0.679 0.469 -0.882
H 1.54003 1.06003 -3.35423 -0.248 0.156 0.558
F -1.60309 -0.28963 0.69412 -1.631 -0.968 0.840
F -0.33536 1.68389 0.82098 0.068 2.146 0.815
H -2.79102 1.63892 -3.97141 -0.193 -0.012 0.045
```
Forces are in eV/Å.

---

Formula: C8H16
Source: the Open Molecules 2025 dataset
Level of theory: ωB97M-V/def2-TZVPD

Summary:
net charge = +1
spin multiplicity = 2
LUMO (spin up / spin down) = -4.1 / -8.1 eV
electronic energy = -314.015288 hartree
gap between HOMO and LUMO (spin up / spin down) = 0.3768 / 0.2311 hartree
energy relative to the best compared isomer or geometry (same formula, charge and spin) = 31.13 kcal/mol
⟨S²⟩ = 0.7527
HOMO energy (spin up / spin down) = -14.3 / -14.3 eV

Geometry as XYZ:
```
24
Properties=species:S:1:pos:R:3:forces:R:3
H -2.36537 -1.17016 0.95700 -0.971 -1.528 -1.052
H -0.06203 1.26615 -0.81633 -0.353 -0.499 -0.036
H 0.58649 1.47788 3.57216 0.522 1.100 0.533
H 2.39137 0.07458 -3.39365 -0.583 -0.371 0.049
H -0.38311 0.06251 3.59279 -0.496 -0.924 0.775
C 1.26636 -0.82785 -1.76569 1.010 -1.177 4.036
H -0.06803 -1.65016 -0.41727 -0.555 -0.258 0.435
H 2.00264 -0.54808 -0.88006 -1.194 0.132 -1.663
H 0.93996 1.43075 1.33497 0.038 0.021 -1.216
C 0.47294 0.50943 3.16222 -0.825 -0.425 -2.699
C -0.77093 0.16604 0.93061 -2.166 0.981 -4.570
C -0.71064 0.38380 -0.62075 0.453 2.336 3.148
H -0.79949 -1.19849 -1.93557 -0.454 -0.491 -0.233
H 0.61388 -0.00259 -3.68032 -0.016 -0.931 -0.349
C 1.38863 0.07862 -2.92597 0.912 1.670 -1.301
H 1.25068 1.16639 -2.72893 0.202 -0.584 0.820
H -1.72749 0.63315 -0.89452 0.012 -0.166 -0.585
H -2.60773 0.64686 0.79247 -1.646 0.241 -0.304
C -2.17755 -0.19682 1.27019 2.867 1.235 5.134
H 1.56155 -1.94426 -1.75983 -0.429 1.693 -1.336
H -2.26389 -0.14184 2.43955 -0.444 -0.186 -2.240
C -0.16017 -0.85066 -1.14186 1.775 -2.314 -2.230
C 0.23056 0.69371 1.66590 2.073 0.665 4.422
H 1.39138 -0.05896 3.24288 0.265 -0.220 0.462
```
Forces are in eV/Å.

---

Formula: C10H14BCl2CrN6O
Source: the Open Molecules 2025 dataset
Level of theory: ωB97M-V/def2-TZVPD

Summary:
net charge = +1
spin multiplicity = 5
LUMO (spin up / spin down) = -3.3 / -3.5 eV
electronic energy = -2782.757226 hartree
gap between HOMO and LUMO (spin up / spin down) = 0.2793 / 0.3199 hartree
⟨S²⟩ = 6.0174
HOMO energy (spin up / spin down) = -10.9 / -12.2 eV

Geometry as XYZ:
```
35
Properties=species:S:1:pos:R:3:forces:R:3
H -6.84602 11.27267 1.78462 -0.582 0.347 0.596
C -10.10303 9.88213 6.91154 -0.679 0.008 -0.768
B -8.49735 11.83165 6.07555 -0.238 -0.572 -0.430
H -8.42210 13.57729 1.65694 0.009 0.040 -0.457
C -6.41115 11.96998 7.66961 -0.350 0.164 0.076
H -4.72219 9.34557 6.71603 0.643 -0.716 0.104
C -9.42887 8.37142 5.41506 -1.274 -0.625 1.120
C -8.22957 12.92671 2.47832 -0.203 0.307 1.468
H -5.03734 6.79113 6.09044 -0.961 -0.683 0.488
H -3.31835 9.34754 4.64500 -0.034 0.029 -0.257
C -7.44374 11.77748 2.56528 -0.154 0.878 -0.468
N -7.14414 11.45829 6.68570 1.778 -2.252 -0.513
C -10.31959 8.56503 6.48148 0.572 0.813 0.789
O -5.89694 6.33411 6.25131 0.402 0.896 0.588
C -8.69409 13.16912 3.81056 -0.394 0.584 -2.099
H -4.57575 11.29741 8.67221 0.080 0.029 -0.049
Cr -6.94733 9.64128 4.48445 0.294 -1.870 -1.741
C -5.32087 11.15708 7.90986 0.704 -0.109 0.012
C -3.41780 8.74426 3.74630 0.032 -1.112 -0.908
N -6.47055 10.26513 6.23166 -1.019 2.930 1.904
N -9.29660 10.49223 6.01867 1.228 -1.830 -0.385
H -9.36862 13.95484 4.18741 0.580 -0.541 -0.253
N -8.78148 9.47910 5.15532 -1.903 1.542 0.382
Cl -2.58869 7.17480 3.92554 0.011 0.872 0.094
H -9.05316 12.68414 6.69268 -0.015 0.042 -0.006
C -5.38499 10.13569 6.94099 -0.234 1.683 1.619
H -10.51456 10.45227 7.76343 0.151 -0.475 -0.784
H -3.11315 9.20717 2.77771 -0.305 -0.225 1.081
N -8.25020 12.22482 4.58817 1.863 -2.247 -0.190
H -10.97084 7.85778 6.94781 -0.118 -0.263 0.043
H -9.27989 7.42349 4.90630 0.209 0.401 -0.185
Cl -5.19603 8.25797 3.53285 0.448 0.267 -0.377
H -6.74487 12.90935 8.11010 0.266 -0.426 0.127
H -6.14572 6.48997 7.19449 0.524 -0.150 -1.096
N -7.42894 11.34229 3.82088 -1.333 2.263 0.476
```
Forces are in eV/Å.

---

Formula: C25H25NO4S
Source: the Open Molecules 2025 dataset
Level of theory: ωB97M-V/def2-TZVPD

Summary:
net charge = 0
LUMO = 0.6 eV
electronic energy = -1721.613393 hartree
SMILES = CCOc1ccc([C@H](CC(=O)O)NC(=O)[C@@H](Sc2ccccc2)c2ccccc2)cc1
gap between HOMO and LUMO = 0.3285 hartree
energy relative to the best compared isomer or geometry (same formula, charge and spin) = 0.00 kcal/mol
HOMO energy = -8.3 eV

Geometry as XYZ:
```
56
Properties=species:S:1:pos:R:3:forces:R:3
C -1.88834 -0.45434 -1.08225 -0.025 -0.245 0.332
C -3.88699 -1.19059 0.07828 -0.219 -0.164 0.208
H 3.31178 -2.09452 1.08092 0.097 0.037 0.063
C -4.11264 -0.97408 1.42976 -0.031 -0.155 -0.056
C -6.30402 -0.12127 0.94622 -0.069 0.067 0.086
H 7.89595 0.19801 -0.04455 0.099 -0.013 -0.057
H 1.74109 -2.45102 -2.87645 0.028 0.001 -0.103
H 6.97586 -0.64830 1.20994 0.036 -0.098 0.046
C -0.65670 1.58659 -0.51310 0.062 0.106 -0.032
H -0.52456 -2.58028 -1.98409 -0.095 0.014 -0.053
H 5.55023 -0.20445 -0.78684 -0.028 0.120 0.026
H -3.35225 -1.23268 2.15088 0.061 0.031 0.089
C -2.75945 2.87536 -0.18516 -0.023 0.182 0.042
H 1.47220 1.48082 -2.18212 -0.051 0.001 -0.131
C 1.19934 1.24216 1.16522 0.133 0.081 -0.121
C 1.59061 -2.39077 -1.80904 0.055 -0.025 -0.083
C -6.08299 -0.33185 -0.40591 -0.027 0.041 -0.091
C 3.48774 0.95420 0.47387 -0.367 0.150 -0.075
H -4.70628 -1.02140 -1.89179 0.034 -0.013 -0.121
C 7.07701 0.28544 0.66360 -0.434 0.093 -0.108
C 0.30390 -2.45884 -1.30519 0.023 -0.058 -0.002
O -1.88334 -0.25831 -2.27701 -0.034 0.043 -0.535
H 2.83468 0.87755 2.50111 0.044 -0.027 0.144
H -0.79197 3.70804 -0.13937 -0.072 -0.008 0.054
H -5.48616 -0.29448 2.91619 -0.020 0.020 0.097
H 5.88367 1.54199 -0.62913 -0.078 -0.118 0.016
H 0.47103 1.27434 1.96240 -0.099 0.000 0.140
C 2.67431 -2.25891 -0.95887 0.055 -0.065 -0.033
C 5.78516 0.59852 -0.07465 0.328 -0.030 -0.168
O -3.22569 3.53789 -1.06864 -0.006 0.147 -0.254
C -2.57151 -1.68073 -0.46605 0.521 -0.198 -0.042
S -1.50465 -2.44103 0.81548 -0.215 -0.129 0.003
C 1.76452 1.35798 -1.14996 -0.215 0.054 0.192
H 3.67489 -2.21699 -1.36275 0.096 0.023 -0.033
C 3.09638 1.13267 -0.84821 0.436 -0.017 0.124
O -3.49854 2.07412 0.59410 -0.116 -0.207 0.492
H -1.21297 2.69275 1.26857 0.056 0.047 0.042
C -4.88341 -0.86568 -0.83789 0.044 -0.055 0.026
H -6.84796 -0.08180 -1.12601 -0.063 0.019 -0.060
H -4.42753 2.07230 0.31379 0.103 0.114 -0.175
C -5.31881 -0.44903 1.86088 -0.051 0.041 0.068
C 1.19028 -2.23727 0.92123 -0.119 -0.064 -0.041
C 0.80164 1.41975 -0.15661 -0.002 0.066 -0.258
H -0.76384 1.69884 -1.59775 0.046 0.009 0.195
H -2.74716 -2.41865 -1.25343 0.046 0.262 0.004
H 1.01924 -2.17778 1.98530 0.011 0.074 0.139
H -7.24342 0.29093 1.28385 -0.080 0.025 0.032
C 2.47223 -2.19226 0.40944 0.047 -0.092 -0.007
N -1.36771 0.37579 -0.16688 0.063 0.263 0.074
O 4.75508 0.70718 0.88882 0.018 -0.065 0.217
C -1.29809 2.80114 0.18786 -0.087 -0.186 -0.252
C 2.52043 1.01780 1.47904 0.212 0.032 -0.027
H -1.42067 0.12216 0.80913 -0.017 -0.115 -0.106
H 3.81364 1.09070 -1.65213 0.105 -0.024 -0.055
H 7.30027 1.07814 1.37221 0.067 0.067 0.059
C 0.10449 -2.36585 0.06371 -0.283 -0.061 0.067
```
Forces are in eV/Å.